# 1
Here is a gas-phase ion, C2H5O5S (charge -1) in a non-equilibrium geometry from OMol25. Energies are from ωB97M-V/def2-TZVPD.

Each line ends with the Mulliken charge.
Element x y z (Å)
C 0.06093 0.55257 -0.79969  -1.167
C -0.42594 0.25913 0.58989  0.234
O -1.98764 2.22841 0.15733  -0.679
O 0.09148 2.88209 1.24850  -0.683
O -1.59580 1.66587 2.54908  -0.677
O 1.06837 -1.55340 1.53899  -0.398
O 0.52400 -0.12741 1.58866  -0.261
S -1.04440 1.91877 1.19560  1.115
H 0.97439 1.12696 -0.58407  0.325
H 0.39250 -0.27001 -1.55047  0.284
H -0.70003 1.22512 -1.19745  0.360
H -1.37980 -0.47359 0.75379  0.251
H 0.82712 -1.97388 2.34388  0.297

The SMILES is C[C@@H](OO)S(=O)(=O)[O-]. As for the net charge: -1. Its HOMO-LUMO gap is 8.445 eV. The highest occupied orbital energy comes out at -5.04 eV.

# 2
Here is a molecular structure, C2H5OP in a non-equilibrium geometry from OMol25. Energies are from ωB97M-V/def2-TZVPD.

Each line ends with the Mulliken charge.
Element x y z (Å)
C 1.80482 -0.06450 0.39855  -0.065
C -1.48291 0.24019 -0.06921  -0.742
O 2.29552 0.85431 -0.14356  -0.342
P -0.25441 -1.15688 -0.18437  0.036
H 2.12654 -0.41962 1.47970  0.271
H -2.56807 -0.13376 -0.02114  0.285
H -1.29956 0.89900 -0.90954  0.281
H -1.03853 0.73077 0.76275  0.245
H 0.41660 -0.94953 -1.31317  0.031

Its HOMO-LUMO gap is 8.651 eV. The highest occupied orbital energy comes out at -8.41 eV.

The following energy relative to the best compared isomer or geometry (same formula, charge and spin) values (in kJ/mol) correspond, in order, to the records above: 360.31, 240.16.
The following LUMO energy values (in Eh) correspond, in order, to the records above: 0.1251, 0.0090.